[1]
DFT (ωB97M-V/def2-TZVPD) results for a 3-piece molecular cluster, C2H10NO3 overall.

Calculated values
- charge = -1
- calculated total energy (a.u.) = -362.69231
- 2S+1 = 1
- energy above the lowest of the compared OMol25 structures with the same formula, charge and spin (eV) = 0.410
- orbital gap (eV) = 8.343
- HOMO level (eV) = -4.1

Bonds (Å) are listed after each position.
Cartesian coordinates (Å):
1 C -1.9955 0.5377 0.1865  N2 1.454, H5 1.094, H6 1.091, H7 1.092
2 N -0.7452 1.2757 0.2619  C1 1.454, C3 1.478, H8 1.026
3 C 0.3138 0.5368 -0.4570  N2 1.478, O4 1.385, H9 1.108, H10 1.098
4 O 0.7165 -0.6596 0.1135  C3 1.385
5 H -1.9863 -0.4663 0.6219  C1 1.094
6 H -2.8246 1.0959 0.6248  C1 1.091
7 H -2.2254 0.4651 -0.8786  C1 1.092
8 H -0.3398 1.2288 1.2037  N2 1.026
9 H -0.0751 0.3523 -1.4780  C3 1.108
10 H 1.1815 1.1965 -0.5903  C3 1.098
11 H 1.6232 -2.6690 -1.7222  O13 0.975
12 H 0.7348 -1.5070 -1.5495  O13 0.969
13 O 1.2398 -1.9450 -2.2512  H11 0.975, H12 0.969
14 H 0.9877 -0.2550 1.3821  O16 1.104
15 H 2.1150 0.6009 2.1941  O16 0.933
16 O 1.2795 0.2123 2.3385  H14 1.104, H15 0.933



[2]
DFT (ωB97M-V/def2-TZVPD) results for a 3-piece molecular cluster, C2H10NO3 overall.

Calculated values
- charge = -2
- calculated total energy (a.u.) = -362.50108
- 2S+1 = 2
- orbital gap (spin up / spin down) (eV) = 2.286 / 7.543
- HOMO level (spin up / spin down) (eV) = 4.2 / -1.0

Bonds (Å) are listed after each position.
Cartesian coordinates (Å):
1 C -2.5581 0.5167 -0.4618  N2 1.480, H5 1.120, H6 1.107, H7 1.111
2 N -1.1768 0.9809 -0.7180  C1 1.480, C3 1.486, H8 1.023
3 C -0.1906 0.1188 -0.0168  N2 1.486, O4 1.401, H9 1.118, H10 1.110
4 O 1.1611 0.2036 -0.3736  C3 1.401
5 H -3.1396 0.8653 0.4300  C1 1.120
6 H -3.1564 0.8536 -1.3304  C1 1.107
7 H -2.4907 -0.5648 -0.2184  C1 1.111
8 H -0.8798 0.6409 -1.6361  N2 1.023
9 H -0.2876 0.2258 1.0921  C3 1.118
10 H -0.4691 -0.9206 -0.2888  C3 1.110
11 H 2.7479 0.0636 1.4421  O13 0.972
12 H 1.7045 1.0630 1.3149  O13 0.976
13 O 2.1496 0.5615 2.0246  H11 0.972, H12 0.976
14 H 2.8426 -1.5348 -0.8564  O16 0.973
15 H 1.5316 -1.0915 -0.1361  O16 1.128
16 O 2.2112 -1.9820 -0.2670  H14 0.973, H15 1.128



[3]
DFT (ωB97M-V/def2-TZVPD) results for a 3-piece molecular cluster, C2H10NO3 overall.

Calculated values
- calculated total energy (a.u.) = -362.56744
- 2S+1 = 2
- energy above the lowest of the compared OMol25 structures with the same formula, charge and spin (eV) = 0.296
- orbital gap (spin up / spin down) (eV) = 10.385 / 7.157
- HOMO level (spin up / spin down) (eV) = -9.8 / -9.7

Bonds (Å) are listed after each position.
Cartesian coordinates (Å):
1 C 0.3316 -0.0866 -2.2430  N2 1.475, H5 1.085, H6 1.086, H7 1.094
2 N 1.0075 -0.8548 -1.1806  C1 1.475, C3 1.419, H8 1.009
3 C 0.9668 -0.2621 0.1079  N2 1.419, O4 1.388, H9 1.101, H10 1.096
4 O -0.2835 0.1602 0.5376  C3 1.388
5 H 0.8217 -0.3742 -3.1668  C1 1.085
6 H 0.2922 0.9775 -2.0308  C1 1.086
7 H -0.7312 -0.3453 -2.2343  C1 1.094
8 H 0.7117 -1.8182 -1.2308  N2 1.009
9 H 1.6173 0.6260 0.0831  C3 1.101
10 H 1.3863 -0.9158 0.8808  C3 1.096
11 H -1.6714 2.8062 0.4560  O13 0.962
12 H -0.9171 1.5225 0.8496  O13 0.967
13 O -0.9642 2.4740 1.0177  H11 0.962, H12 0.967
14 H -1.3799 -0.7228 2.7824  O16 0.963
15 H -0.3722 -1.7438 2.2880  O16 0.959
16 O -0.8159 -1.4427 3.0832  H14 0.963, H15 0.959